1.
60
Properties=species:S:1:pos:R:3:forces:R:3:lowdin_charge:R:1 method="wB97M-V/def2-TZVPD" gap_ev="6.45 / 6.45" relative_energy_kj_mol=0.00 e_homo_ev="-3.80 / -3.80" total_charge=-1
C 2.4742 -0.4660 -2.0313 0.0 0.0 0.0 -0.19
H -3.6205 -2.9895 -2.8125 0.0 0.0 0.0 0.02
H -6.6819 -0.7512 0.2334 0.0 0.0 0.0 0.10
C -1.7209 -3.5498 -0.4071 0.0 0.0 0.0 -0.17
H 0.6232 0.2521 -4.2806 -0.1 0.0 0.0 0.01
H 0.1187 -3.4793 -3.1568 0.0 0.0 0.0 0.01
H -3.3643 1.3410 1.9767 0.0 0.0 0.0 0.04
H 1.2334 2.2912 -2.4138 0.0 0.0 0.0 0.02
H 2.2676 0.2232 -2.8527 0.0 0.0 0.0 0.00
C 0.6526 2.0391 2.9010 0.0 0.0 0.0 -0.70
C -3.7903 0.6174 1.2941 0.1 -0.1 -0.1 -0.14
C 0.8314 -2.6657 -3.3299 -0.1 0.0 0.0 -0.18
H -5.8252 0.9882 1.8178 0.0 0.0 0.0 0.10
H -1.2374 -3.4012 0.5620 0.0 0.0 0.0 0.01
C 0.3933 2.1876 -1.7223 0.0 0.0 0.0 -0.19
H -5.0400 -2.0267 -1.1311 0.0 0.0 0.0 0.10
H 3.3832 -1.0222 -2.2804 0.0 0.0 0.0 0.03
S 0.4567 -1.7427 2.6530 0.1 -0.2 0.2 0.02
C -0.4158 0.5318 -4.0903 0.0 0.0 0.0 -0.19
H -1.0994 -4.2225 -1.0037 0.0 0.0 0.0 0.02
H 2.6885 -3.3038 -0.9997 0.0 0.0 0.0 0.03
H -0.1587 3.1316 -1.7235 0.0 0.0 0.0 0.03
S 1.2364 -0.2709 1.4883 0.0 0.0 -0.1 0.33
C -5.1525 0.4066 1.2026 0.0 0.0 0.0 -0.06
C 2.8673 1.0663 3.1916 0.0 0.1 0.1 -0.12
C 3.2066 2.0505 4.1078 0.0 -0.1 -0.1 -0.11
Si -1.9523 -1.9040 -1.2765 -0.2 -0.1 0.0 0.40
Si -0.7482 0.7693 -2.2337 0.1 0.1 0.0 0.36
Pd -0.8579 0.0654 0.8107 0.2 0.5 -0.4 0.39
C -5.6196 -0.5582 0.3235 0.0 0.0 0.0 -0.07
H 0.2859 3.7827 4.0895 0.0 0.0 0.0 0.09
C -3.3433 -1.0105 -0.3133 0.0 0.0 0.0 -0.28
S -0.9053 2.0945 2.1106 0.0 -0.3 0.1 0.57
C -2.4951 1.4944 -2.1937 0.0 0.0 0.0 -0.19
C 1.0116 3.0191 3.8373 0.1 0.0 0.0 -0.14
H 2.5092 3.7976 5.1471 0.0 0.0 0.0 0.09
C 1.6056 1.0595 2.6127 -0.1 0.1 -0.1 -0.59
H -2.6891 -4.0362 -0.2547 0.0 0.0 0.0 0.03
H 1.0795 -3.8834 -0.5734 0.0 0.0 0.0 0.02
C -0.5126 -0.7939 -1.2542 -0.2 0.0 0.1 -0.55
H 0.4639 -2.0770 -4.1723 0.0 0.0 0.0 0.01
C 2.2641 3.0242 4.4282 -0.1 0.0 0.0 -0.11
Si 1.0526 -1.6697 -1.7282 0.1 0.0 0.1 0.35
H 1.8730 -2.7143 0.4630 0.0 0.1 0.0 -0.04
H -2.5233 2.3055 -2.9285 0.0 0.0 0.0 0.03
H -0.6069 1.4728 -4.6167 0.0 0.0 0.0 0.03
H -1.0584 -0.2373 -4.5290 0.0 0.0 0.0 0.02
H -3.1284 -1.4067 -3.4400 0.0 0.0 0.0 0.02
H 4.1864 2.0549 4.5679 0.0 0.0 0.0 0.09
H 2.6761 0.1284 -1.1390 0.0 0.0 0.0 0.01
H -3.2879 0.7866 -2.4482 0.0 0.0 0.0 0.02
N -2.9146 -0.0695 0.5517 -0.1 -0.1 0.0 -0.08
H 3.5733 0.2866 2.9308 0.0 0.0 0.0 0.10
C -2.7719 -2.3095 -2.9367 0.1 0.0 -0.1 -0.18
H -2.7167 1.9229 -1.2142 0.0 0.0 0.0 0.02
H 1.7821 -3.1253 -3.6188 0.0 0.0 0.0 0.03
H 0.7835 2.0479 -0.7137 0.0 0.0 0.0 0.00
C 1.7231 -3.0014 -0.5752 0.0 0.0 -0.1 -0.20
C -4.7071 -1.2685 -0.4335 0.0 0.0 0.0 -0.07
H -2.0559 -2.7972 -3.6038 0.0 0.0 0.0 0.02

***

2.
23
Properties=species:S:1:pos:R:3:forces:R:3:lowdin_charge:R:1 method="wB97M-V/def2-TZVPD" gap_ev=4.52 relative_energy_kj_mol=92.74 e_homo_ev=-5.75
H -2.7639 -1.0008 0.6250 -0.1 0.1 0.1 0.12
H -0.3706 1.1465 3.2932 0.2 -0.6 0.7 0.01
S -2.8662 1.2587 3.4786 0.6 0.7 0.3 0.86
H 2.2605 -0.0241 -0.7543 0.1 -0.2 -0.1 -0.02
C 0.5629 -1.7389 -0.5952 2.9 1.9 -1.0 -0.19
C 2.4659 -1.8780 -2.0287 -0.5 -0.2 0.1 -0.22
H -0.2485 -3.7085 -1.1986 0.2 0.2 0.0 0.07
C 0.5283 -2.9504 -1.2970 0.5 0.5 -0.2 -0.21
H -2.5836 3.9336 1.5497 0.4 -0.3 0.0 -0.08
C -1.2797 1.1994 2.6482 -0.9 -0.6 0.2 -0.92
N -1.3622 0.2948 1.5619 -1.8 -0.8 0.2 -0.42
C 1.8913 -0.9994 -1.0983 -3.3 -1.7 1.2 -0.21
H 3.3922 -1.6936 -2.5724 -0.3 -0.1 0.1 0.07
H -0.1400 -1.3599 0.1587 0.3 -0.3 -0.3 -0.01
P -1.2274 3.6535 1.8704 -0.1 2.1 -1.0 0.57
H -4.5810 -0.1312 2.3600 0.2 0.2 0.1 0.07
C -3.5401 0.1705 2.3264 0.3 -1.4 -1.5 -0.44
C -2.6222 -0.2826 1.4226 -0.3 0.7 1.3 -0.23
H 1.8766 -3.8856 -2.8169 0.0 0.2 0.2 0.07
H -1.2529 4.2542 3.1586 0.2 -0.4 -0.2 -0.08
H -0.6271 4.7791 1.1686 -0.8 0.2 0.6 -0.14
La 0.3201 1.5052 0.9631 2.2 -1.0 -1.5 1.51
C 1.6600 -3.0463 -2.1592 -0.1 0.7 0.5 -0.18

***

3.
44
Properties=species:S:1:pos:R:3:forces:R:3:lowdin_charge:R:1 method="wB97M-V/def2-TZVPD" multiplicity=2 gap_ev="6.66 / 3.36" s2=0.75 e_homo_ev="-12.28 / -12.27" total_charge=+1
C -11.0680 11.9335 11.3033 -1.1 1.1 0.8 -0.25
Zn -9.4022 8.1169 6.9203 -0.7 -1.0 -0.2 1.13
C -11.5949 6.8338 6.8171 1.1 8.4 3.6 -0.75
H -8.9781 11.1985 3.0495 0.6 0.1 0.0 0.11
Zn -12.1708 9.3224 7.0525 -0.2 -0.9 0.0 1.07
H -11.3044 12.2295 5.1267 -0.1 -1.0 -0.9 0.08
H -10.5619 12.6905 6.5048 0.4 -0.3 1.4 0.08
O -11.0046 10.9004 6.4888 -2.5 5.6 -2.1 -0.09
H -11.7224 12.1411 10.4566 0.4 -0.6 -0.5 0.12
O -8.8810 11.2079 12.1854 -1.1 -0.3 0.0 -0.04
N -7.0232 11.5852 5.4183 1.4 0.1 3.1 0.18
C -7.4240 11.7726 4.2076 -0.2 0.5 -2.3 -0.82
O -9.0432 10.0182 6.5193 7.2 1.5 -3.6 -0.05
H -15.4374 14.4746 5.5732 -0.3 0.2 0.5 0.11
H -16.0299 14.4000 7.2621 -0.3 0.3 -0.6 0.12
H -8.2751 11.9492 12.1144 0.0 0.1 -0.2 0.09
H -10.0429 10.2020 10.7364 -0.1 -0.5 0.9 0.11
N -8.4638 11.0243 3.9012 -4.4 -2.3 -1.4 0.15
O -10.6078 6.6639 7.4749 8.8 -9.4 5.4 -0.01
H -11.3248 13.1956 3.5965 -0.1 -0.4 0.1 0.16
H -13.7166 13.0955 5.1245 -0.2 -0.3 0.3 0.11
H -9.2019 11.4648 10.1973 -0.1 1.1 -0.3 0.10
H -10.2492 13.0141 12.5619 0.1 0.6 0.6 0.07
O -10.9423 15.2629 4.9497 -0.2 3.1 -0.8 0.40
O -6.9636 12.4931 3.3769 1.6 2.0 -1.6 0.07
H -6.0623 11.8327 5.6064 -0.4 -0.1 0.7 0.14
H -8.9126 10.3496 4.5040 0.5 0.3 0.0 0.07
H -7.7551 11.1334 5.9478 1.3 -0.3 1.0 0.05
N -11.3735 13.0882 4.5996 -0.7 1.1 -1.0 0.22
O -11.2662 7.7310 6.0293 2.3 4.7 -13.4 -0.15
O -10.3478 9.6696 7.9281 -3.0 -4.4 10.4 -0.03
H -11.6545 11.3352 12.0006 -0.2 -0.1 0.1 0.13
O -10.8793 13.2291 11.8704 0.5 -0.5 -0.1 -0.06
O -15.0394 12.3501 7.8083 -0.5 -2.6 3.5 0.09
H -10.2391 14.3157 7.2509 0.0 -0.2 0.1 0.17
H -13.4840 11.7647 6.2483 0.3 0.3 -0.6 0.09
N -10.4998 13.6986 6.4951 0.3 1.0 1.8 0.28
C -9.9852 10.4964 7.1464 -2.6 -3.7 -4.5 -0.84
C -14.8466 12.9121 6.7876 -4.4 3.9 2.1 -0.84
C -9.7930 11.2071 11.0761 1.5 -0.8 -1.4 -0.26
N -13.9243 12.6396 6.0015 6.3 -3.0 -5.1 0.17
C -10.9925 14.0994 5.3749 0.7 -3.0 -0.8 -0.56
N -15.5369 14.0171 6.4682 -1.1 1.3 -0.2 0.17
O -12.3820 7.4971 7.5473 -11.0 -1.3 5.3 -0.09

***

4.
3
Properties=species:S:1:pos:R:3:forces:R:3:lowdin_charge:R:1 method="wB97M-V/def2-TZVPD" gap_ev=8.77 relative_energy_kj_mol=0.00 e_homo_ev=-23.44 total_charge=+3
Pb 2.6302 -1.0922 0.6365 -0.3 0.1 -0.1 1.65
Pb -2.5836 1.0530 -0.6404 0.0 0.0 0.0 1.55
Br -0.0466 0.0392 0.0040 0.3 -0.1 0.1 -0.20